Entry 1:
A molecular structure, C32H37Cl2PSn in a non-equilibrium geometry, computed with ωB97M-V/def2-TZVPD.

As for the net charge: +2. The max |F| comes out at 3.3 eV/Å. The multiplicity is 1. The calculation puts the gap between HOMO and LUMO (alpha / beta) at 5.07 / 5.03 eV. As for the HOMO energy (alpha / beta): -13.201 / -13.189 eV. As for the energy above the lowest of the compared OMol25 structures with the same formula, charge and spin: 113.6 kJ/mol. Its LUMO energy (alpha / beta) is -8.1 / -8.2 eV.

Last column: Löwdin charge in e.
Atoms and positions in Å:
Sn  8.413  10.648  13.236  0.995
C  7.554  13.882  15.197  -0.150
C  8.330  14.064  14.049  -0.195
C  9.683  13.672  14.365  -0.178
C  9.602  13.024  15.696  -0.184
C  8.318  13.255  16.218  -0.130
C  7.940  12.801  17.623  0.009
C  10.726  12.365  16.377  -0.015
C  10.822  13.697  13.521  -0.013
C  7.803  14.733  12.837  -0.003
C  6.194  14.441  15.316  0.022
H  8.703  13.178  18.311  0.092
H  7.842  11.691  17.811  0.120
H  6.989  13.284  17.947  0.091
H  10.558  11.230  16.572  0.138
H  10.862  12.934  17.355  0.126
H  11.706  12.533  15.805  0.108
H  10.483  13.686  12.457  0.112
H  11.455  12.842  13.756  0.084
H  11.377  14.640  13.651  0.134
H  7.012  14.207  12.269  0.101
H  8.704  15.025  12.296  0.093
H  7.384  15.714  13.117  0.112
H  5.908  14.200  16.344  0.088
H  5.406  13.932  14.755  0.104
H  6.124  15.477  14.980  0.111
C  6.876  9.372  7.638  -0.042
C  6.925  10.736  8.329  -0.212
C  6.231  11.795  7.696  -0.014
C  6.220  13.052  8.306  -0.040
C  6.960  13.302  9.477  -0.069
C  7.641  12.250  10.086  -0.145
C  7.630  10.945  9.580  -0.307
P  8.298  9.713  10.742  0.996
C  7.648  7.984  10.563  -0.302
C  6.242  7.973  10.432  -0.147
C  5.637  6.759  10.108  -0.097
C  6.349  5.611  9.856  -0.054
C  7.709  5.636  10.097  -0.040
C  8.408  6.761  10.566  -0.240
C  9.814  6.552  11.090  -0.025
C  10.116  9.802  10.649  -0.356
C  10.702  9.971  9.396  -0.069
C  12.093  9.964  9.287  -0.040
C  12.879  9.970  10.450  -0.038
C  12.277  9.962  11.692  -0.036
C  10.884  9.848  11.816  -0.372
C  10.411  9.658  13.217  -0.348
H  6.796  9.601  6.547  0.101
H  6.026  8.747  7.890  0.074
H  7.760  8.756  7.787  0.076
H  5.666  11.507  6.848  0.110
H  5.539  13.822  7.919  0.123
H  6.968  14.317  9.861  0.101
H  8.274  12.451  10.939  0.043
H  5.582  8.890  10.496  0.134
H  4.523  6.890  10.074  0.130
H  5.849  4.726  9.497  0.119
H  8.326  4.723  9.887  0.139
H  9.804  5.420  11.201  0.105
H  9.982  7.016  12.036  0.049
H  10.575  6.869  10.320  0.109
H  10.084  10.322  8.577  0.112
H  12.524  10.027  8.289  0.119
H  13.944  9.868  10.325  0.116
H  12.928  10.051  12.538  0.115
H  11.012  10.255  14.007  0.060
H  10.482  8.650  13.648  0.054
Cl  5.010  10.595  14.087  0.464
C  5.192  8.866  14.596  -0.722
Cl  7.052  8.333  14.294  0.408
H  4.550  8.247  13.954  0.049
H  5.020  8.767  15.658  0.035

=====

Entry 2:
18 unconnected molecules or ions with the total composition C32H37Cl52N3O2S in a non-equilibrium geometry, computed with ωB97M-V/def2-TZVPD.

The max |F| comes out at 6.7 eV/Å. The multiplicity is 1. The calculation puts the gap between HOMO and LUMO at 7.41 eV. As for the HOMO energy: -8.271 eV. Its LUMO energy is -0.9 eV.

Last column: Löwdin charge in e.
Atoms and positions in Å:
N  6.775  -3.850  0.212  -0.029
C  8.044  -3.889  -0.586  -0.270
C  7.765  -3.709  -2.188  -0.195
C  8.139  -2.192  -2.646  -0.175
C  7.105  -1.098  -2.071  -0.144
C  5.546  -1.417  -2.002  0.040
C  4.568  -0.347  -1.404  -0.079
C  3.014  -0.780  -1.329  -0.174
C  2.109  -0.131  -2.495  -0.183
C  0.780  -1.076  -2.609  -0.206
C  -0.266  -0.791  -1.387  -0.257
S  -0.421  -2.222  -0.215  0.445
O  0.794  -2.407  0.675  -0.401
O  -0.713  -3.530  -0.925  -0.409
Cl  -2.033  -1.914  1.116  0.319
C  5.082  1.055  -0.869  -0.131
N  4.093  1.937  -0.309  0.080
C  4.691  3.141  0.175  -0.149
C  6.209  3.467  0.063  -0.095
N  7.206  2.607  -0.493  0.065
C  6.596  1.380  -0.937  -0.171
C  7.565  0.282  -1.549  0.028
H  6.964  -3.431  1.144  0.068
H  6.451  -4.808  0.414  -0.013
H  8.586  -4.900  -0.408  0.089
H  8.768  -3.057  -0.278  0.114
H  8.346  -4.503  -2.789  0.037
H  6.646  -3.940  -2.332  0.093
H  9.224  -2.008  -2.337  0.110
H  8.096  -2.188  -3.802  0.113
H  5.154  -2.434  -2.361  0.096
H  2.968  -1.927  -1.493  0.116
H  2.547  -0.518  -0.318  0.109
H  2.602  -0.165  -3.531  0.120
H  1.714  0.916  -2.254  0.107
H  1.053  -2.202  -2.555  0.114
H  0.222  -0.928  -3.601  0.116
H  -1.331  -0.597  -1.798  0.117
H  0.103  0.119  -0.770  0.123
H  3.997  3.916  0.671  -0.049
H  6.568  4.476  0.491  0.083
H  8.688  0.534  -1.604  0.102
C  3.262  6.929  2.158  -1.507
Cl  1.737  6.192  2.673  0.436
Cl  4.058  7.727  3.522  0.552
Cl  4.328  5.713  1.439  0.565
H  3.041  7.680  1.403  -0.097
C  -6.022  -2.397  1.394  -1.531
Cl  -6.793  -1.734  2.843  0.538
Cl  -6.690  -3.989  1.007  0.541
Cl  -6.217  -1.292  0.027  0.528
H  -4.958  -2.512  1.594  -0.019
C  3.546  8.948  -1.497  -1.520
Cl  4.352  10.511  -1.693  0.541
Cl  4.700  7.712  -0.972  0.541
Cl  2.209  9.079  -0.344  0.540
H  3.140  8.649  -2.460  -0.044
C  -8.467  -5.462  -2.128  -1.529
Cl  -8.364  -7.215  -1.902  0.525
Cl  -7.688  -4.985  -3.644  0.500
Cl  -10.153  -4.930  -2.102  0.515
H  -7.942  -4.979  -1.305  -0.040
C  -7.936  -8.922  -5.510  -1.560
Cl  -7.834  -10.674  -5.286  0.517
Cl  -7.156  -8.443  -7.025  0.512
Cl  -9.623  -8.389  -5.484  0.509
H  -7.411  -8.440  -4.687  -0.028
C  0.964  5.697  -2.061  -1.484
Cl  -0.663  5.020  -2.213  0.535
Cl  1.103  7.189  -3.004  0.564
Cl  1.358  5.985  -0.358  0.507
H  1.675  4.974  -2.459  0.023
C  1.909  2.511  4.681  -1.561
Cl  2.052  0.763  4.908  0.520
Cl  2.677  3.006  3.165  0.527
Cl  0.210  3.005  4.707  0.497
H  2.422  3.007  5.502  -0.065
C  6.464  -6.845  2.706  -1.535
Cl  5.764  -7.253  1.132  0.539
Cl  6.455  -8.255  3.774  0.526
Cl  8.110  -6.222  2.512  0.530
H  5.854  -6.066  3.161  0.020
C  10.613  -6.539  -4.632  -1.534
Cl  10.099  -6.519  -2.939  0.538
Cl  10.158  -5.031  -5.438  0.519
Cl  12.358  -6.805  -4.750  0.522
H  10.106  -7.362  -5.134  0.016
C  -11.877  -1.721  -4.208  -1.556
Cl  -12.400  -1.695  -2.518  0.517
Cl  -12.310  -0.208  -5.016  0.495
Cl  -10.135  -2.009  -4.315  0.508
H  -12.391  -2.537  -4.713  -0.037
C  -6.937  -3.407  6.385  -1.555
Cl  -8.478  -4.107  6.902  0.518
Cl  -6.120  -2.626  7.746  0.517
Cl  -5.901  -4.647  5.665  0.510
H  -7.142  -2.651  5.629  -0.027
C  -15.961  -1.362  -6.308  -1.516
Cl  -15.108  0.177  -6.495  0.498
Cl  -14.848  -2.638  -5.793  0.545
Cl  -17.293  -1.199  -5.155  0.527
H  -16.377  -1.642  -7.274  0.017
C  -2.997  4.771  2.613  -1.520
Cl  -1.307  5.222  2.344  0.474
Cl  -3.757  4.272  1.094  0.523
Cl  -3.114  3.483  3.820  0.513
H  -3.528  5.644  2.991  0.018
C  -0.543  8.509  5.375  -1.521
Cl  -0.400  6.760  5.602  0.508
Cl  0.226  9.004  3.860  0.512
Cl  -2.243  9.002  5.400  0.527
H  -0.030  9.004  6.197  0.019
C  4.068  1.842  8.106  -1.510
Cl  4.210  0.094  8.333  0.528
Cl  4.836  2.337  6.589  0.545
Cl  2.368  2.336  8.133  0.543
H  4.581  2.338  8.928  0.016
C  -4.182  12.317  6.944  -1.551
Cl  -5.813  11.649  6.771  0.513
Cl  -4.030  13.827  6.035  0.517
Cl  -3.795  12.577  8.651  0.515
H  -3.472  11.598  6.537  -0.022
C  -3.611  -6.056  -3.749  -1.530
Cl  -4.381  -5.398  -2.299  0.505
Cl  -4.279  -7.648  -4.140  0.519
Cl  -3.806  -4.948  -5.115  0.515
H  -2.547  -6.170  -3.549  0.018